19
Properties=species:S:1:pos:R:3:lowdin_charge:R:1 method="wB97M-V/def2-TZVPD" relative_energy_kj_mol=240.40 charge=-1 orbital_gap_ev=5.50 mol_weight_g_mol=118.23 smiles=CC[Si](C)(C)O[NH-]
C -1.02 -1.70 1.07 -0.214
C -1.21 -0.43 0.20 -0.311
Si 0.42 0.36 -0.27 0.378
C 0.67 1.85 0.83 -0.169
C 0.22 1.11 -2.08 -0.171
O 1.72 -0.60 -0.25 -0.467
N 1.49 -2.13 -0.21 -0.198
H -1.92 -1.76 1.70 0.044
H -0.83 -2.62 0.38 0.088
H -0.18 -1.57 1.64 -0.006
H -1.75 0.29 0.83 0.055
H -1.77 -0.65 -0.71 0.050
H 0.24 1.70 1.81 0.018
H 1.63 2.05 1.01 -0.037
H 0.20 2.74 0.40 0.026
H 0.88 0.40 -2.64 0.028
H -0.81 0.97 -2.40 -0.012
H 0.46 2.14 -2.17 -0.015
H 1.57 -2.16 0.83 -0.088

***

44
Properties=species:S:1:pos:R:3:lowdin_charge:R:1 method="wB97M-V/def2-TZVPD" relative_energy_kj_mol=0.00 charge=+1 orbital_gap_ev=8.49 mol_weight_g_mol=292.40 smiles=COc1ccc2ccccc2c1C[NH2+][C@H](C)c1ccccc1
C -3.40 -2.98 0.20 -0.046
O -2.26 -2.18 0.48 -0.132
C -2.33 -0.82 0.24 -0.209
C -3.39 -0.21 -0.44 0.007
C -3.36 1.14 -0.67 0.005
C -2.28 1.93 -0.24 -0.154
C -2.26 3.32 -0.49 -0.018
C -1.22 4.09 -0.07 -0.060
C -0.16 3.50 0.64 -0.058
C -0.15 2.16 0.90 -0.037
C -1.20 1.33 0.47 -0.105
C -1.25 -0.07 0.70 -0.097
C -0.17 -0.81 1.44 -0.045
N 0.38 -1.90 0.59 0.090
C 1.02 -1.43 -0.68 -0.276
C 1.47 -2.65 -1.48 -0.008
C 2.16 -0.50 -0.36 -0.217
C 3.21 -0.90 0.46 -0.040
C 4.25 -0.03 0.75 -0.058
C 4.25 1.25 0.20 -0.060
C 3.22 1.65 -0.63 -0.057
C 2.18 0.78 -0.91 -0.035
H -3.15 -3.98 0.56 0.102
H -4.28 -2.62 0.72 0.107
H -3.59 -3.02 -0.88 0.103
H -4.22 -0.80 -0.79 0.112
H -4.17 1.61 -1.20 0.125
H -3.09 3.76 -1.03 0.119
H -1.21 5.15 -0.26 0.111
H 0.66 4.12 0.98 0.112
H 0.68 1.76 1.45 0.103
H 0.65 -0.15 1.73 0.119
H -0.59 -1.27 2.34 0.153
H 1.07 -2.45 1.12 0.178
H -0.43 -2.50 0.37 0.156
H 0.25 -0.88 -1.23 0.156
H 0.63 -3.30 -1.70 0.089
H 1.90 -2.32 -2.42 0.104
H 2.23 -3.21 -0.95 0.089
H 3.23 -1.89 0.89 0.113
H 5.05 -0.34 1.39 0.113
H 5.07 1.92 0.42 0.112
H 3.22 2.64 -1.06 0.114
H 1.37 1.10 -1.55 0.123

***

80
Properties=species:S:1:pos:R:3:lowdin_charge:R:1 method="wB97M-V/def2-TZVPD" charge=+1 orbital_gap_ev=6.64 mol_weight_g_mol=569.03
Mg -0.30 -0.49 0.30 0.604
C 2.19 1.93 -0.07 -0.109
N 0.95 1.58 0.67 -0.142
C -0.09 2.62 0.52 -0.101
C -1.20 2.27 -0.45 -0.267
C -1.97 3.28 -1.01 -0.009
C -3.01 2.94 -1.86 -0.030
C -3.25 1.60 -2.13 -0.022
C -2.44 0.66 -1.53 -0.090
N -1.44 0.98 -0.69 0.076
C 1.36 1.39 2.07 -0.116
C 1.77 -0.03 2.39 -0.243
C 2.67 -0.29 3.41 0.002
C 2.93 -1.61 3.74 -0.026
C 2.28 -2.63 3.04 -0.019
C 1.40 -2.27 2.04 -0.101
N 1.15 -1.00 1.72 0.062
C 2.10 2.44 -1.50 -0.267
C 3.11 3.28 -1.96 -0.014
C 3.07 3.71 -3.27 -0.047
C 2.02 3.30 -4.08 -0.046
C 1.06 2.47 -3.53 -0.115
N 1.10 2.04 -2.27 0.109
H 2.84 1.05 -0.06 0.122
H 2.71 2.71 0.49 0.125
H 0.34 3.58 0.24 0.140
H -0.58 2.77 1.49 0.116
H -1.75 4.31 -0.78 0.124
H -3.63 3.71 -2.30 0.118
H -4.04 1.29 -2.79 0.117
H -2.61 -0.40 -1.69 0.111
H 0.52 1.64 2.72 0.114
H 2.17 2.07 2.34 0.131
H 3.15 0.52 3.94 0.124
H 3.62 -1.85 4.54 0.120
H 2.46 -3.67 3.27 0.119
H 0.87 -3.02 1.46 0.120
H 3.91 3.59 -1.30 0.119
H 3.84 4.36 -3.66 0.116
H 1.95 3.62 -5.11 0.111
H 0.22 2.12 -4.12 0.116
C 2.42 -1.78 -1.18 -0.074
N 0.95 -1.78 -1.23 -0.220
C 0.53 -1.25 -2.55 -0.049
C 0.40 -3.13 -1.10 -0.221
C 1.03 -4.24 -1.63 -0.036
C 0.46 -5.51 -1.52 -0.091
C -0.75 -5.65 -0.85 -0.082
C -1.39 -4.54 -0.32 -0.028
C -0.85 -3.25 -0.45 -0.250
N -1.39 -2.10 0.10 -0.010
C -2.73 -1.92 0.34 -0.269
C -3.78 -2.52 -0.38 -0.036
C -5.10 -2.16 -0.17 -0.084
C -5.42 -1.18 0.75 -0.091
C -4.41 -0.57 1.48 -0.031
C -3.08 -0.93 1.29 -0.212
N -1.98 -0.34 2.05 -0.213
C -1.62 -1.28 3.13 -0.053
C -2.35 0.94 2.66 -0.086
H 2.87 -2.20 -2.08 0.090
H 2.78 -0.76 -1.08 0.071
H 2.77 -2.36 -0.32 0.090
H 0.87 -1.90 -3.36 0.103
H -0.55 -1.18 -2.59 0.084
H 0.95 -0.25 -2.69 0.061
H 1.98 -4.15 -2.15 0.109
H 0.97 -6.37 -1.94 0.102
H -1.19 -6.63 -0.74 0.107
H -2.32 -4.67 0.22 0.110
H -3.54 -3.26 -1.13 0.110
H -5.88 -2.64 -0.75 0.106
H -6.45 -0.88 0.92 0.102
H -4.67 0.19 2.20 0.103
H -2.44 -1.38 3.85 0.104
H -1.40 -2.26 2.71 0.089
H -0.73 -0.92 3.66 0.085
H -3.10 0.82 3.44 0.093
H -1.47 1.37 3.14 0.072
H -2.73 1.62 1.90 0.094

***

88
Properties=species:S:1:pos:R:3:lowdin_charge:R:1 method="wB97M-V/def2-TZVPD" orbital_gap_ev=4.42 mol_weight_g_mol=671.88
C -1.12 -6.70 1.41 -0.008
N -1.35 -5.28 1.35 -0.038
C -2.29 -4.66 2.13 -0.371
O -3.07 -5.23 2.89 0.092
C -2.21 -3.17 1.84 -0.147
C -1.62 -2.36 2.99 -0.081
C -2.47 -2.40 4.24 -0.235
C -3.62 -1.62 4.32 -0.039
C -4.48 -1.75 5.42 -0.074
C -4.17 -2.65 6.45 -0.083
C -2.98 -3.39 6.40 -0.072
C -2.11 -3.22 5.31 -0.044
N -1.35 -3.13 0.65 0.047
C -0.96 -1.96 0.11 0.038
C -0.14 -1.88 -1.01 -0.058
C 0.39 -0.71 -1.53 0.085
C 0.96 -0.67 -2.85 -0.175
C 1.10 0.53 -3.61 0.018
C 1.62 0.52 -4.88 0.023
C 2.16 -0.68 -5.43 -0.240
N 2.94 -0.65 -6.60 -0.251
C 4.39 -0.56 -6.53 -0.070
C 2.46 -1.22 -7.84 -0.079
C 1.98 -1.88 -4.72 -0.001
C 1.43 -1.87 -3.46 -0.016
C -0.76 -4.44 0.31 -0.457
C 0.78 -4.49 0.42 0.012
C -1.20 -4.95 -1.08 0.012
H -1.64 -7.11 2.28 0.100
H -1.50 -7.21 0.51 0.096
H -0.05 -6.91 1.49 0.093
H -3.23 -2.79 1.60 0.178
H -0.63 -2.79 3.21 0.134
H -1.49 -1.32 2.66 0.122
H -3.84 -0.93 3.50 0.117
H -5.39 -1.14 5.47 0.105
H -4.86 -2.78 7.29 0.103
H -2.72 -4.08 7.20 0.106
H -1.16 -3.76 5.27 0.115
H -1.35 -1.05 0.58 0.151
H 0.08 -2.82 -1.51 0.059
H 0.32 0.18 -0.93 0.075
H 0.78 1.47 -3.15 0.095
H 1.69 1.43 -5.48 0.124
H 4.70 -0.27 -5.51 0.094
H 4.86 -1.51 -6.80 0.080
H 4.73 0.20 -7.24 0.084
H 1.38 -1.39 -7.77 0.092
H 2.67 -0.51 -8.65 0.085
H 2.97 -2.17 -8.07 0.079
H 2.37 -2.81 -5.14 0.122
H 1.42 -2.80 -2.89 0.103
H 1.09 -4.29 1.45 0.104
H 1.12 -5.49 0.13 0.090
H 1.25 -3.76 -0.24 0.075
H -2.28 -5.15 -1.07 0.106
H -0.99 -4.22 -1.86 0.074
H -0.66 -5.88 -1.30 0.093
C 4.43 8.02 1.24 -0.094
C 4.86 6.77 1.68 -0.088
C 3.96 5.70 1.76 -0.062
C 2.63 5.87 1.39 -0.266
S 1.41 4.57 1.66 0.609
C 1.37 3.56 0.29 -0.399
S 0.02 2.59 -0.06 0.611
C -1.48 3.45 0.39 -0.298
C -2.00 3.32 1.68 -0.074
C -3.18 3.99 2.00 -0.076
C -3.83 4.78 1.04 -0.085
C -3.28 4.90 -0.24 -0.078
C -2.13 4.20 -0.58 -0.059
O -0.07 2.50 -1.51 -0.379
O -0.01 1.38 0.75 -0.367
O 1.88 3.85 2.83 -0.345
O 0.18 5.34 1.75 -0.352
C 2.18 7.14 1.00 -0.059
C 3.08 8.21 0.92 -0.083
H 5.14 8.85 1.14 0.100
H 5.91 6.61 1.95 0.100
H 4.30 4.73 2.13 0.111
H 2.16 3.66 -0.44 0.047
H -1.50 2.71 2.41 0.116
H -3.60 3.88 3.00 0.103
H -4.75 5.31 1.29 0.099
H -3.75 5.53 -1.00 0.101
H -1.71 4.24 -1.58 0.110
H 1.13 7.30 0.77 0.109
H 2.72 9.18 0.59 0.102